C10H40N20O10 as an isolated structure at a distorted geometry. Source: the Open Molecules 2025 dataset; level of theory: ωB97M-V with the def2-TZVPD basis set.

CARTESIAN COORDINATES (ANGSTROEM)
1 C 1.28455 -3.81491 0.21463
2 O 1.98496 -4.78814 -0.00090
3 N 1.62083 -2.56187 0.07960
4 N 0.04219 -3.93254 0.53831
5 H 2.57699 -2.43776 -0.22116
6 H 0.97481 -1.79244 0.18323
7 H -0.26207 -4.89360 0.60056
8 H -0.47319 -3.08017 0.70546
9 C -1.04662 0.54537 2.99318
10 O -2.09873 0.98180 3.25608
11 N 0.01650 1.17791 2.62855
12 N -0.72436 -0.70232 3.11241
13 H 0.91268 0.75081 2.44272
14 H -0.13229 2.01307 2.08040
15 H 0.15457 -1.08007 2.78855
16 H -1.45946 -1.22386 3.56819
17 C -1.35572 2.27586 -2.34688
18 O -1.58946 3.37656 -2.92006
19 N -1.47047 2.14460 -1.04034
20 N -1.21174 1.15110 -2.98308
21 H -1.16603 1.28864 -0.59906
22 H -1.73574 3.01056 -0.59330
23 H -1.36781 0.33532 -2.40841
24 H -1.20869 1.18476 -3.99252
25 C 2.77443 -0.02495 0.98279
26 O 2.50555 -0.08380 -0.20021
27 N 2.40984 0.75822 1.91970
28 N 3.79662 -0.67859 1.46936
29 H 1.72479 1.47989 1.74655
30 H 2.62380 0.35724 2.82167
31 H 4.32837 -1.21488 0.79874
32 H 4.12079 -0.53103 2.41448
33 C -0.33096 -0.05228 -0.25886
34 O -1.53189 0.20096 -0.62273
35 N 0.02194 -1.14437 0.32618
36 N 0.67822 0.75099 -0.38900
37 H 0.84495 -1.33427 0.87999
38 H -0.72511 -1.82047 0.39625
39 H 1.56774 0.35761 -0.11676
40 H 0.62393 1.61757 -0.90494
41 C -4.23709 0.25546 -2.12575
42 O -3.69741 -0.66384 -2.65176
43 N -5.53072 0.42652 -2.38303
44 N -3.93167 0.98301 -1.09308
45 H -5.89830 0.03074 -3.23647
46 H -6.12120 1.01940 -1.81742
47 H -3.08452 0.74165 -0.59893
48 H -4.54226 1.78619 -1.04625
49 C -2.54215 -2.27691 0.23857
50 O -1.50565 -2.29464 0.83359
51 N -2.84289 -1.46459 -0.76044
52 N -3.47062 -3.11237 0.51087
53 H -3.61469 -1.42210 -1.41053
54 H -2.05117 -0.87648 -0.97815
55 H -4.35792 -2.95397 0.05513
56 H -3.36449 -3.88588 1.15158
57 C 1.06966 -2.27257 2.90084
58 O 1.05736 -1.30362 2.08425
59 N 0.47742 -3.34341 2.61730
60 N 1.62264 -2.35604 4.12380
61 H 0.62073 -4.18373 3.15899
62 H 0.00991 -3.21445 1.73135
63 H 1.69097 -3.20974 4.65916
64 H 2.03458 -1.62563 4.68673
65 C 3.23098 2.60303 -0.60678
66 O 2.45415 2.91241 0.26642
67 N 3.57434 3.56607 -1.41597
68 N 3.57942 1.36853 -0.84428
69 H 4.17413 3.36708 -2.20384
70 H 3.13569 4.45287 -1.21278
71 H 4.01371 1.30717 -1.75408
72 H 3.33133 0.59835 -0.23981
73 C 1.31984 3.48591 -2.85604
74 O 2.38331 3.96107 -3.16971
75 N 0.31023 3.52050 -3.63745
76 N 1.13203 2.77121 -1.82046
77 H 0.33886 4.08021 -4.47769
78 H -0.60111 3.32734 -3.24727
79 H 1.94450 2.80742 -1.22156
80 H 0.18921 2.52131 -1.55824

Computed properties:
* E: -2251.4557 hartree
* LUMO: -0.42 eV
* HOMO: -6.827 eV
* orbital gap: 6.40 eV
* ΔE to the lowest compared entry with this formula, charge and spin: 980.96 kcal/mol

Taken from the Mulliken analysis, the atomic charges in e are: number 1, C, carries 0.083; number 2, O, carries -0.822; number 3, N, carries 0.449; number 4, N, carries -0.112; number 5, H, carries 0.231; number 6, H, carries 0.384; number 7, H, carries 0.274; number 8, H, carries -1.703; number 9, C, carries -0.099; number 10, O, carries -0.718; number 11, N, carries -0.431; number 12, N, carries -0.474; number 13, H, carries 0.182; number 14, H, carries 0.129; number 15, H, carries 0.380; number 16, H, carries 0.263; number 17, C, carries -0.608; number 18, O, carries -0.784; number 19, N, carries -0.064; number 20, N, carries 0.179; number 21, H, carries 0.902; number 22, H, carries 0.114; number 23, H, carries 0.168; number 24, H, carries 0.283; number 25, C, carries -0.521; number 26, O, carries -0.230; number 27, N, carries -0.104; number 28, N, carries -0.089; number 29, H, carries 0.204; number 30, H, carries 0.445; number 31, H, carries 0.331; number 32, H, carries 0.250; number 33, C, carries -0.660; number 34, O, carries -1.421; number 35, N, carries -0.722; number 36, N, carries 0.216; number 37, H, carries -1.339; number 38, H, carries 1.747; number 39, H, carries 0.911; number 40, H, carries 1.228; number 41, C, carries 0.705; number 42, O, carries -0.680; number 43, N, carries -0.472; number 44, N, carries -0.368; number 45, H, carries 0.246; number 46, H, carries 0.131; number 47, H, carries 0.303; number 48, H, carries 0.312; number 49, C, carries 0.218; number 50, O, carries -0.583; number 51, N, carries -0.139; number 52, N, carries -0.342; number 53, H, carries 0.223; number 54, H, carries 0.574; number 55, H, carries 0.249; number 56, H, carries 0.251; number 57, C, carries 0.004; number 58, O, carries 0.935; number 59, N, carries -0.133; number 60, N, carries -0.421; number 61, H, carries 0.378; number 62, H, carries 0.744; number 63, H, carries 0.201; number 64, H, carries 0.213; number 65, C, carries 0.676; number 66, O, carries -0.710; number 67, N, carries -0.492; number 68, N, carries -0.466; number 69, H, carries 0.229; number 70, H, carries 0.324; number 71, H, carries 0.261; number 72, H, carries 0.223; number 73, C, carries 0.274; number 74, O, carries -0.800; number 75, N, carries -0.488; number 76, N, carries -0.300; number 77, H, carries 0.207; number 78, H, carries 0.692; number 79, H, carries -0.534; number 80, H, carries -0.098

C10H44AgBCuN20O10 as an isolated structure at a distorted geometry. Source: the Open Molecules 2025 dataset; level of theory: ωB97M-V with the def2-TZVPD basis set.

CARTESIAN COORDINATES (ANGSTROEM)
1 Ag -1.46540 -2.21612 -1.69655
2 Cu 1.27461 2.86535 1.97070
3 B 0.59674 0.73334 -0.47819
4 H 0.30326 0.04640 0.30042
5 H 0.41822 0.30673 -1.45306
6 H 0.11780 1.69028 -0.33993
7 H 1.65557 0.80285 -0.28250
8 C -0.66888 -0.10033 -6.88202
9 O -0.97645 -0.91264 -5.94665
10 N 0.43694 -0.21825 -7.56921
11 N -1.39194 0.97024 -7.16699
12 H 0.63156 0.50779 -8.24381
13 H 1.01004 -1.04871 -7.52461
14 H -2.26345 1.06222 -6.66489
15 H -0.90250 1.59128 -7.79536
16 C 0.34344 7.64914 -0.57891
17 O 0.30079 6.42732 -0.28102
18 N 1.51808 8.15569 -0.71836
19 N -0.55787 8.48296 -0.31386
20 H 1.49612 9.13441 -0.96679
21 H 2.24946 7.50507 -0.46959
22 H -0.45352 9.29060 -0.91131
23 H -1.46156 8.05690 -0.16580
24 C 6.28706 -2.40748 3.07281
25 O 7.53191 -2.44521 3.02607
26 N 5.35790 -1.67443 2.38438
27 N 5.61973 -3.23036 3.82388
28 H 5.68907 -0.96524 1.74602
29 H 4.38639 -1.95051 2.37825
30 H 6.16135 -3.84186 4.41786
31 H 4.65963 -3.04440 4.07636
32 C -0.26820 -5.78844 2.77109
33 O -0.15591 -5.20102 1.74411
34 N -1.19772 -5.52151 3.67131
35 N 0.50520 -6.80106 3.04877
36 H -1.24518 -5.92429 4.59631
37 H -2.00412 -5.04363 3.29521
38 H 0.27191 -7.31438 3.88673
39 H 1.11834 -7.15904 2.33042
40 C 2.52185 -5.82737 -2.83985
41 O 2.25546 -4.65999 -2.81371
42 N 1.72343 -6.76686 -3.17655
43 N 3.71604 -6.21052 -2.54833
44 H 0.74024 -6.57972 -3.31230
45 H 2.01176 -7.67007 -2.82845
46 H 4.32687 -5.50000 -2.17132
47 H 3.89784 -7.16670 -2.27858
48 C 1.39598 -0.51850 5.99585
49 O 1.20534 0.09494 4.97322
50 N 1.14062 -1.77638 6.14284
51 N 1.76654 -0.07504 7.15838
52 H 0.93877 -2.16030 7.05495
53 H 0.84908 -2.32848 5.34893
54 H 2.02498 -0.77207 7.84209
55 H 2.14461 0.86147 7.16932
56 C -3.94887 4.01148 3.12880
57 O -2.95765 3.32380 2.78615
58 N -4.14863 4.37421 4.34931
59 N -4.95033 4.40419 2.40021
60 H -3.47504 4.05887 5.03265
61 H -4.88966 5.01980 4.58207
62 H -5.70706 4.98527 2.73158
63 H -5.01340 3.87771 1.54060
64 C -4.56437 1.94955 -2.80210
65 O -4.15528 0.80613 -2.74880
66 N -5.49537 2.26003 -3.64898
67 N -3.78128 2.92334 -2.40709
68 H -5.87951 3.19319 -3.69071
69 H -5.92599 1.61900 -4.29994
70 H -3.77716 3.85083 -2.80691
71 H -2.97995 2.71673 -1.82805
72 C -5.38398 -1.37234 2.33445
73 O -4.30109 -1.46033 1.79530
74 N -6.49654 -1.95559 1.84490
75 N -5.61870 -0.72283 3.41832
76 H -7.30487 -1.43250 2.14995
77 H -6.44481 -2.53735 1.02088
78 H -4.90064 -0.09454 3.74961
79 H -6.59988 -0.50972 3.52777
80 C 5.50055 1.76973 -4.90573
81 O 6.26100 2.65940 -5.21669
82 N 4.54857 1.95589 -3.96190
83 N 5.43951 0.57039 -5.37401
84 H 4.56961 2.90321 -3.61226
85 H 3.89584 1.22140 -3.72835
86 H 4.70218 -0.09138 -5.17779
87 H 6.19500 0.30840 -5.99102

Computed properties:
* E: -4066.1044 hartree
* total charge: +3
* LUMO (alpha / beta): -7.94 / -12.04 eV
* HOMO (alpha / beta): -14.053 / -14.053 eV
* orbital gap (alpha / beta): 6.11 / 2.02 eV
* multiplicity: 3

Taken from the Mulliken analysis, the atomic charges in e are: number 1, Ag, carries 0.926; number 2, Cu, carries 0.931; number 3, B, carries 0.515; number 4, H, carries -0.261; number 5, H, carries -0.395; number 6, H, carries -0.387; number 7, H, carries -0.296; number 8, C, carries 0.840; number 9, O, carries -0.384; number 10, N, carries -0.356; number 11, N, carries -0.353; number 12, H, carries 0.185; number 13, H, carries 0.246; number 14, H, carries 0.230; number 15, H, carries 0.205; number 16, C, carries 0.609; number 17, O, carries -0.725; number 18, N, carries -0.367; number 19, N, carries -0.377; number 20, H, carries 0.172; number 21, H, carries 0.223; number 22, H, carries 0.218; number 23, H, carries 0.242; number 24, C, carries 0.789; number 25, O, carries -0.131; number 26, N, carries -0.327; number 27, N, carries -0.313; number 28, H, carries 0.248; number 29, H, carries 0.239; number 30, H, carries 0.268; number 31, H, carries 0.223; number 32, C, carries 0.702; number 33, O, carries -0.658; number 34, N, carries -0.427; number 35, N, carries -0.401; number 36, H, carries 0.184; number 37, H, carries 0.212; number 38, H, carries 0.169; number 39, H, carries 0.223; number 40, C, carries 0.603; number 41, O, carries -0.671; number 42, N, carries -0.344; number 43, N, carries -0.396; number 44, H, carries 0.220; number 45, H, carries 0.186; number 46, H, carries 0.213; number 47, H, carries 0.190; number 48, C, carries 0.631; number 49, O, carries -0.643; number 50, N, carries -0.421; number 51, N, carries -0.403; number 52, H, carries 0.186; number 53, H, carries 0.203; number 54, H, carries 0.200; number 55, H, carries 0.238; number 56, C, carries 0.713; number 57, O, carries -0.703; number 58, N, carries -0.406; number 59, N, carries -0.385; number 60, H, carries 0.215; number 61, H, carries 0.160; number 62, H, carries 0.188; number 63, H, carries 0.209; number 64, C, carries 0.753; number 65, O, carries -0.481; number 66, N, carries -0.395; number 67, N, carries -0.365; number 68, H, carries 0.195; number 69, H, carries 0.227; number 70, H, carries 0.214; number 71, H, carries 0.221; number 72, C, carries 0.578; number 73, O, carries -0.652; number 74, N, carries -0.383; number 75, N, carries -0.367; number 76, H, carries 0.169; number 77, H, carries 0.213; number 78, H, carries 0.259; number 79, H, carries 0.185; number 80, C, carries 0.641; number 81, O, carries -0.624; number 82, N, carries -0.387; number 83, N, carries -0.365; number 84, H, carries 0.203; number 85, H, carries 0.146; number 86, H, carries 0.161; number 87, H, carries 0.226